No. 1
# C6H8N4O

A structure of composition C6H8N4O (wB97M-V/def2-TZVPD, OMol25).

charge	0
orbital gap	8.995	eV

XYZ file:
```
19
C6H8N4O, DFT wB97M-V/def2-TZVPD
C 3.3790 -0.3913 -0.2372
C 2.1880 1.2855 0.2734
C 2.0626 -0.8505 -0.1477
C 1.2033 -2.0255 -0.3393
C -0.0685 -1.8105 -0.0799
C -1.0695 1.9617 -0.3278
N 3.4306 0.9460 0.0470
N 1.3118 0.2918 0.1449
N -0.0006 -0.0040 0.4774
N -1.2938 -2.4082 0.1446
O -0.9156 0.5787 -0.4615
H 4.3407 -0.8308 -0.2250
H 1.8099 2.2819 0.3243
H 1.6419 -2.8801 -0.6965
H -1.8757 2.0838 -0.9708
H -0.1678 2.5828 -0.6236
H -1.3059 1.9292 0.7417
H -1.8353 -1.9347 -0.5703
H -1.7786 -2.0644 0.9938
```

***

No. 2
# C6H8N4S

The molecule C6H8N4S (wB97M-V/def2-TZVPD, OMol25).

charge	0
orbital gap	9.254	eV

XYZ file:
```
19
C6H8N4S, DFT wB97M-V/def2-TZVPD
H -2.3722 2.2555 -0.7157
N -3.0295 1.5125 -0.6995
C -2.5102 0.4580 -0.1831
N -3.3689 -0.5720 0.2200
N -1.1972 0.2081 0.1733
N -0.8351 -1.1078 0.1686
C 0.3809 -1.4429 0.1287
C 1.5386 -0.5172 0.0650
C 1.7034 0.7796 0.6517
C 2.9578 1.2676 0.4605
S 3.9749 0.1778 -0.3876
C 2.6977 -0.9400 -0.4754
H -3.0598 -1.5049 0.0398
H -4.1930 -0.5255 -0.4522
H -0.5269 0.8681 -0.2791
H 0.6130 -2.4864 0.0773
H 0.9369 1.2735 1.3048
H 3.4127 2.2473 0.7178
H 2.8768 -1.9512 -0.8151
```

***

No. 3
# C6H8N6

The molecule C6H8N6 (wB97M-V/def2-TZVPD, OMol25).

charge	0
orbital gap	9.512	eV

XYZ file:
```
20
C6H8N6, DFT wB97M-V/def2-TZVPD
C 1.1527 1.6517 1.4029
N 1.3751 0.5216 0.3603
C 2.3840 -0.4077 0.4304
C 2.1333 -1.4973 -0.3604
N 0.9049 -1.2891 -0.9538
C 0.5057 -0.0442 -0.6150
C -0.7163 0.5930 -1.1344
C -1.9415 -0.0096 -0.4482
N -3.0424 0.6460 -0.2309
N -3.9638 -0.3906 -0.0720
N -3.4829 -1.5575 -0.2743
N -2.1460 -1.3748 -0.3553
H 0.1938 2.0431 1.2956
H 1.9535 2.3906 1.2035
H 1.4024 1.2196 2.3921
H 3.2011 -0.1689 1.1298
H 2.7523 -2.3362 -0.4563
H -0.6082 1.6589 -0.9725
H -0.6984 0.4420 -2.1814
H -1.3594 -2.0905 -0.1601
```

***

No. 4
# C6H8NO

The ion C6H8NO with charge +1 (wB97M-V/def2-TZVPD, OMol25).

charge	+1
orbital gap	8.304	eV

XYZ file:
```
16
C6H8NO, DFT wB97M-V/def2-TZVPD
C 1.4387 1.6974 -0.0471
N 0.4707 0.8984 0.0684
C -0.8856 1.2207 0.0857
C -1.8693 0.2846 0.0560
C -1.5988 -1.1123 -0.1283
C -0.3493 -1.5728 -0.0362
C 0.8604 -0.7835 0.3869
O 2.0002 -1.0461 -0.0887
H 2.3458 1.2529 -0.2461
H 1.4220 2.8029 -0.2713
H -1.0242 2.2583 -0.0858
H -2.9731 0.6945 0.1533
H -2.5116 -1.7174 -0.1906
H -0.1652 -2.5470 -0.3464
H 0.8008 -0.6515 1.5541
H 2.0385 -1.6793 -0.8637
```

***

No. 5
# C6H8NO5

A cluster of 2 separate species, C6H8NO5 in total (wB97M-V/def2-TZVPD, OMol25).

charge	-1
orbital gap	7.017	eV

XYZ file:
```
20
C6H8NO5, DFT wB97M-V/def2-TZVPD
C 0.3577 1.0936 0.0025
C -1.6812 1.8476 0.2573
C 1.8135 1.3184 -0.1048
C 0.4152 -2.1334 -0.6288
C -0.4114 -1.0611 -1.3684
C -0.4980 0.2187 -0.5140
N -1.0104 -0.3257 2.0292
O -2.5452 2.6048 0.5962
O -0.3918 2.1223 0.4966
O -1.7631 0.7496 -0.4533
O -0.0440 0.1952 2.7788
O -1.6380 -1.2580 2.5822
H 2.4844 1.3633 0.9137
H 2.3907 0.6644 -0.8577
H 2.0609 2.2235 -0.5633
H 0.5080 -2.9760 -1.2861
H -0.1604 -2.4451 0.3018
H 1.4031 -1.7991 -0.3970
H 0.1107 -0.8534 -2.3299
H -1.4005 -1.5497 -1.4550
```

***

No. 6
# C6H8NPS2

The molecule C6H8NPS2 (wB97M-V/def2-TZVPD, OMol25).

charge	0
orbital gap	9.521	eV

XYZ file:
```
18
C6H8NPS2, DFT wB97M-V/def2-TZVPD
C 1.8630 1.9291 1.1030
C 2.0341 0.8489 0.5837
C 2.1895 -0.3908 -0.0686
C 1.4471 -1.5055 0.7598
C 0.1943 -1.8587 0.5862
P -0.5879 -0.8152 -1.1230
S -1.6890 -1.6521 -2.4860
N -1.1644 0.6429 -0.4299
C -2.5528 1.0107 -0.4648
S 1.3334 -0.3879 -1.7000
H 1.5702 2.8473 1.5720
H 3.2239 -0.6579 -0.3023
H 1.8419 -1.9997 1.6265
H -0.4692 -2.4229 1.1545
H -0.5411 1.1205 0.2138
H -3.1909 0.6515 -1.2608
H -2.9715 0.5534 0.6400
H -2.5305 2.0863 -0.4041
```

***

No. 7
# C6H8O2

A structure of composition C6H8O2 (wB97M-V/def2-TZVPD, OMol25).

charge	0
orbital gap	10.263	eV

XYZ file:
```
16
C6H8O2, DFT wB97M-V/def2-TZVPD
C 2.0437 -0.2583 0.0838
C 0.5998 0.2481 -0.1196
C -0.4644 -0.4293 1.0141
C -0.3301 -0.5095 -0.9832
C -1.7646 0.2613 -0.7138
C -1.9232 0.2614 0.6532
H 2.2860 -1.2148 -0.4070
H 2.6663 0.4050 -0.6688
H 2.6603 -0.0905 0.9538
H -0.4457 1.6934 0.1304
H 0.1385 -0.6358 1.9646
H -0.2060 -0.9003 -1.9480
H -2.7451 0.5262 -1.2287
H -2.7635 0.4398 1.2271
O 0.5395 1.7550 -0.0085
O -0.2915 -1.5518 0.0505
```

***

No. 8
# C6H8O2

The molecule C6H8O2 (wB97M-V/def2-TZVPD, OMol25).

charge	0
orbital gap	10.438	eV

XYZ file:
```
16
C6H8O2, DFT wB97M-V/def2-TZVPD
O -3.4830 0.0692 -0.0675
C -2.4166 0.1138 0.3015
C -1.2498 -0.5213 -0.3740
C 0.0181 -0.7387 0.4629
C 1.3568 -1.0795 0.1108
O 2.0594 0.1383 -0.0759
C 1.0349 1.2889 0.0216
C -0.1091 0.3531 -0.4495
H -2.2420 1.0569 1.0982
H -1.4816 -1.0125 -1.4671
H -0.0520 -0.3725 1.6035
H 1.2076 -1.6506 -0.9749
H 2.1062 -1.4274 1.0939
H 1.1871 1.9316 1.0130
H 1.3528 1.7743 -0.9200
H 0.7111 0.0765 -1.3766
```

***

No. 9
# C6H8O2

The molecule C6H8O2 (wB97M-V/def2-TZVPD, OMol25).

charge	0
orbital gap	10.732	eV

XYZ file:
```
16
C6H8O2, DFT wB97M-V/def2-TZVPD
C -2.1729 0.0045 0.0678
C -0.7239 0.0724 -0.4481
O -0.1107 -1.2466 -0.4675
C 0.9564 -1.1050 0.4453
C 2.0423 -0.2755 -0.2997
C 1.5773 0.9372 -0.2635
C 0.2231 0.8269 0.4809
O 0.5141 -0.2176 1.3952
H -2.7454 -0.6677 -0.5652
H -2.2071 -0.3993 1.0912
H -2.5930 1.0158 -0.0537
H -0.6244 0.3923 -1.5078
H 1.2430 -2.1159 0.7230
H 2.8755 -0.7518 -0.8252
H 1.9186 1.8346 -0.7848
H -0.1727 1.6957 1.0122
```

***

No. 10
# C6H8O2

A structure of composition C6H8O2 (wB97M-V/def2-TZVPD, OMol25).

charge	0
orbital gap	9.498	eV

XYZ file:
```
16
C6H8O2, DFT wB97M-V/def2-TZVPD
C 0.7861 -0.2274 -0.0521
C -0.0779 -0.5073 1.3244
C -1.5182 -0.7229 0.6468
C -1.1220 -0.0992 -0.6661
C 0.0002 -0.9887 -1.2814
C -0.1934 0.9891 -0.2004
H 2.6199 -1.1077 0.2644
H 0.3061 -1.4372 1.9155
H 0.0955 0.3726 2.1770
H -1.8309 -1.7285 0.4560
H -2.3894 -0.1240 1.0502
H -2.0549 0.0438 -1.2980
H 0.3857 -0.8783 -2.3433
H -0.0578 -2.0572 -1.1956
O 2.1334 -0.1240 0.1152
O -0.1737 2.1558 -0.0717
```

***

No. 11
# C6H8O2

A structure of composition C6H8O2 (wB97M-V/def2-TZVPD, OMol25).

charge	0
orbital gap	7.730	eV

XYZ file:
```
16
C6H8O2, DFT wB97M-V/def2-TZVPD
C 0.2786 0.6820 -0.6188
C -0.9144 0.6370 0.3531
C 0.0478 0.0843 1.4438
C 0.5353 -0.6294 0.1020
C -0.7223 -1.3762 -0.4729
C -1.6602 -0.5466 -0.1159
H 1.7570 2.1152 -1.5818
H 0.3916 0.5908 -1.7243
H -1.7226 1.3771 0.4442
H -0.6521 -0.7039 1.9935
H 0.6620 0.7642 2.0506
H 2.2987 -0.1903 -1.0320
H -0.7006 -2.5842 -0.3034
H -2.6500 -0.6468 -0.3037
O 1.2874 1.5539 -0.1840
O 1.7639 -1.1269 -0.0504
```

***

No. 12
# C6H8O3

A cluster of 2 separate species, C6H8O3 in total (wB97M-V/def2-TZVPD, OMol25).

charge	0
orbital gap	10.163	eV

XYZ file:
```
17
C6H8O3, DFT wB97M-V/def2-TZVPD
C -2.8300 0.6833 -0.3348
C -1.6734 -0.2864 -0.0041
C -0.3739 -0.0713 -0.7054
C 0.4540 -1.4310 -0.6068
C 1.6171 -0.6059 -0.0512
C 0.6980 0.5902 0.3516
H -2.1201 1.6098 -0.4201
H -3.5708 0.7620 0.6523
H -3.2240 0.2859 -1.3159
H -0.4852 0.6728 -1.4840
H 0.5563 -2.2281 -1.4482
H 0.0276 -1.8227 0.3707
H -0.1104 0.3247 1.2982
H 2.4363 1.8006 0.2652
O -1.6897 -0.8636 1.0637
O 2.9351 -0.3854 0.1812
O 1.1471 1.9142 0.0284
```

***

No. 13
# C6H8O3Rb

A structure of composition C6H8O3Rb (wB97M-V/def2-TZVPD, OMol25).

charge	+1
orbital gap	7.436	eV

XYZ file:
```
18
C6H8O3Rb, DFT wB97M-V/def2-TZVPD
O -2.4556 -0.5235 -0.1367
C -1.3300 0.1646 -0.6634
C -0.0001 -0.4256 -0.3445
Rb -5.3444 -1.2922 -2.0790
H 0.8134 -0.2700 -1.0527
H -1.4859 0.7520 -1.5679
H -0.0080 -1.3974 0.1560
C -0.5055 0.7531 0.4630
C -1.1848 0.5302 1.7827
C -2.4844 1.0007 1.8518
H -0.0651 1.7326 0.2751
H -0.5444 0.6095 2.6653
H -2.0798 -0.9822 0.8252
H -3.1276 0.6414 2.6582
H -2.9183 1.7317 1.1653
O 6.4574 -1.1102 -1.7053
C 7.5747 -1.0193 -1.9999
O 8.6884 -0.8954 -2.2931
```

***

No. 14
# C6H8O5P

The ion C6H8O5P with charge -1 (wB97M-V/def2-TZVPD, OMol25).

charge	-1
orbital gap	8.422	eV

XYZ file:
```
20
C6H8O5P, DFT wB97M-V/def2-TZVPD
C -0.2730 -1.4357 -0.7270
C 0.0302 -0.8004 0.6288
C 0.2418 0.6382 0.7893
C 0.3319 1.6352 -0.4138
O 1.0264 1.1675 1.8252
C -1.0970 0.0140 1.1658
O -2.3003 0.2292 0.4682
P -4.0443 0.1072 1.4885
O -4.7291 -1.2576 1.2946
O -2.8092 -0.1666 2.7347
C -1.5298 0.0119 2.6136
O -0.7513 0.1654 3.5838
H 0.6133 -1.3150 -1.2360
H -0.9449 -0.8107 -1.2119
H -0.4795 -2.4662 -0.5991
H 0.4463 -1.5215 1.3681
H -0.3363 1.2386 -1.2908
H 0.0681 2.6040 -0.0317
H 1.3204 1.6281 -0.6689
H 0.6995 0.6521 2.6061
```

***

No. 15
# C6H8O6

A cluster of 2 separate species, C6H8O6 in total (wB97M-V/def2-TZVPD, OMol25).

charge	-1
spin multiplicity	2
orbital gap (alpha / beta)	7.329 / 7.359	eV

XYZ file:
```
20
C6H8O6, DFT wB97M-V/def2-TZVPD
O -7.9241 0.7477 2.8730
C -6.7292 1.1897 2.5520
C -7.8467 -0.2103 3.9742
O -5.9868 1.1249 3.6365
C -6.4811 0.1133 4.5648
H -7.9113 -1.2126 3.5335
H -8.6801 0.0024 4.6506
H -5.7986 -0.7429 4.5621
H -6.5288 0.5731 5.5570
O -6.6306 -1.9772 1.4351
C -3.0008 -1.9729 3.4249
C -4.1846 -1.9261 2.5431
O -5.0914 -2.9829 2.8647
C -6.3116 -3.0398 2.2083
O -6.9211 -4.1118 2.3533
O -2.0635 -2.8983 3.0907
H -3.0381 -1.6383 4.4648
H -3.8939 -1.9900 1.4828
H -4.6754 -0.9518 2.6723
H -1.2658 -2.7838 3.6167
```

***

No. 16
# C6H8O6P2

A structure of composition C6H8O6P2 (wB97M-V/def2-TZVPD, OMol25).

charge	-2
orbital gap	4.910	eV

XYZ file:
```
22
C6H8O6P2, DFT wB97M-V/def2-TZVPD
C 0.7114 -2.0552 1.2228
C 0.3797 -3.1017 1.7683
C -0.5839 -0.8671 -1.0141
C 0.5671 -0.3138 -0.4937
C -1.4919 -0.6324 -2.1668
C 1.1457 -0.8218 0.7339
O 6.1936 1.5923 -0.8417
O 4.3853 0.5749 -2.3889
O 5.1175 -0.6380 -0.3168
O -0.0157 -4.1276 2.2937
O 2.9325 0.1227 2.6252
O 3.6575 1.3597 -0.0818
P 2.3352 0.2353 1.2707
P 4.9003 0.8585 -0.8555
H -0.8938 -1.6644 -0.2432
H 1.2074 0.2654 -1.0168
H -1.4630 -1.4904 -2.8631
H -2.5000 -0.6493 -1.8600
H -1.2961 0.3125 -2.6149
H 3.4776 0.8150 -2.3045
H 4.2781 -1.1188 -0.3770
H 1.8280 1.4841 0.8911
```

***

No. 17
# C6H8OS

A structure of composition C6H8OS (wB97M-V/def2-TZVPD, OMol25).

charge	0
orbital gap	9.501	eV

XYZ file:
```
16
C6H8OS, DFT wB97M-V/def2-TZVPD
C -0.9712 -2.2281 0.5444
C -1.6800 -1.1394 0.2362
C 0.3680 -1.5909 0.4485
C 0.8039 1.2464 -1.0512
C 0.5078 2.2396 0.1197
C -0.4281 -0.3264 0.1011
O -0.2284 0.3027 -1.1772
S -0.1173 1.0015 1.3638
H -1.1532 -3.1706 0.8820
H -2.6126 -0.7789 0.1193
H 0.9165 -1.7392 1.4765
H 0.8281 -1.9595 -0.4198
H 0.9708 1.8999 -1.9462
H 1.7554 0.6940 -0.7557
H 1.3894 2.7929 0.2603
H -0.3491 2.7560 -0.2017
```

***

No. 18
# C6H8OS

A structure of composition C6H8OS (wB97M-V/def2-TZVPD, OMol25).

charge	0
orbital gap	9.417	eV

XYZ file:
```
16
C6H8OS, DFT wB97M-V/def2-TZVPD
C -1.3779 -0.0110 -0.4315
C -0.6160 1.0706 -0.2354
C 0.8981 0.9738 -0.8347
C 0.5381 -1.2751 0.7793
C -0.8766 -0.5735 0.8962
C -0.5960 0.8289 1.3705
H -0.9168 2.0487 -0.5978
H 0.9900 0.8272 -1.8645
H 1.3557 1.9316 -0.7103
H 0.8861 -1.3439 1.9131
H 0.2619 -2.3235 0.5111
H -1.4973 -1.1368 1.5517
H 0.3332 0.9512 1.8089
H -1.2928 1.6222 2.0073
O -2.0375 -0.4392 -1.3771
S 1.7726 -0.3217 -0.1793
```

***

No. 19
# C6H8S

A structure of composition C6H8S (wB97M-V/def2-TZVPD, OMol25).

charge	0
orbital gap	9.461	eV

XYZ file:
```
15
C6H8S, DFT wB97M-V/def2-TZVPD
C 1.0054 1.2011 -0.3017
C 0.0790 -0.6908 0.6961
C -1.0738 -1.3188 -0.0632
C -1.9570 -0.3952 -0.4559
C -1.5557 0.9731 -0.0189
C -0.1912 0.8321 0.6134
H 0.7284 1.4103 -1.3168
H 1.6289 1.9522 0.0308
H 0.3253 -1.1971 1.6426
H -1.1273 -2.3983 -0.1965
H -2.9050 -0.5510 -0.9691
H -2.2277 1.4551 0.7263
H -1.4248 1.6301 -0.8894
H -0.1383 1.3500 1.5743
S 1.7062 -0.4538 -0.2138
```

***

No. 20
# C6H8S2

A structure of composition C6H8S2 (wB97M-V/def2-TZVPD, OMol25).

charge	0
orbital gap	8.174	eV

XYZ file:
```
16
C6H8S2, DFT wB97M-V/def2-TZVPD
C 1.6412 -0.0945 0.7489
C 0.1848 0.0214 0.3967
C -0.7052 -1.2271 0.4766
C -1.3659 1.0271 -0.3828
C -0.6547 1.2390 1.0375
C -0.0825 0.4859 -1.0465
H 1.9140 -0.2222 1.7932
H -0.8674 -1.6293 1.4834
H -0.3639 -2.0779 -0.2151
H -1.8842 1.7685 -0.9643
H -1.3136 0.9946 1.9202
H -0.0702 2.1476 1.0970
H 0.3921 1.3940 -1.3312
H -0.2456 -0.2002 -1.8806
S 2.8580 -0.1655 -0.3424
S -2.3372 -0.5149 -0.2379
```

***

No. 21
# C6H8Si

The molecule C6H8Si (wB97M-V/def2-TZVPD, OMol25).

charge	0
orbital gap (alpha / beta)	7.884 / 7.884	eV

XYZ file:
```
15
C6H8Si, DFT wB97M-V/def2-TZVPD
C 0.2814 -1.3339 0.1756
C -1.0345 -1.1361 0.3170
C 1.2571 -0.2514 0.0981
C -1.6177 0.0957 -0.0634
C 2.4765 -0.5596 -0.3916
C -2.8273 0.4950 -0.3542
Si 0.6267 1.5349 0.1527
H 0.7638 -2.3868 0.2532
H -1.5634 -2.0688 0.4566
H 3.3734 0.0586 -0.5618
H 2.8432 -1.5240 -0.7045
H -2.9262 1.5794 -0.3564
H -3.6129 -0.1203 -0.3370
H 0.8070 2.1337 1.4393
H 0.3241 2.4391 -0.9845
```

***

No. 22
# C6H8Si

The molecule C6H8Si (wB97M-V/def2-TZVPD, OMol25).

charge	0
orbital gap	9.152	eV

XYZ file:
```
15
C6H8Si, DFT wB97M-V/def2-TZVPD
C 0.4503 -2.0038 2.6298
C 0.0805 -1.4638 1.5128
C -0.2807 -0.9486 0.3543
C 0.4656 -0.0383 -0.5858
Si 0.3000 0.5771 -2.5344
C -0.1270 1.3115 -0.8884
C -0.8369 2.1785 -0.1904
H 0.8920 -2.9897 2.6678
H 0.3088 -1.5058 3.5793
H -1.3070 -1.1365 0.0417
H 1.5155 0.0365 -0.3004
H 1.5782 0.8240 -3.1733
H -0.7744 0.0489 -3.3567
H -1.2763 3.0607 -0.6293
H -0.9885 2.0493 0.8728
```

***

No. 23
# C6H8Si

A cluster of 2 separate species, C6H8Si in total (wB97M-V/def2-TZVPD, OMol25).

charge	0
orbital gap	7.475	eV

XYZ file:
```
15
C6H8Si, DFT wB97M-V/def2-TZVPD
C 2.1578 -0.6573 0.0804
C 1.0607 -1.2454 -0.3073
C -2.5854 -0.0705 -0.6026
C -2.4442 -1.1709 -0.1201
C 1.4302 -0.0076 -1.0709
C -0.0455 1.4939 1.0053
Si 0.2137 1.4903 -0.9148
H 3.0809 -0.7883 0.5817
H 0.3132 -1.9873 -0.3879
H -3.0764 0.6940 -1.1026
H -1.9781 -1.9285 0.4435
H 1.9920 -0.0798 -1.9994
H -0.3408 0.5771 1.3740
H 0.9281 1.5274 1.6954
H -0.7063 2.1527 1.3253
```

***

Calculated values (kcal per mole) of energy relative to the best compared isomer or geometry (same formula, charge and spin) for the records, taken in order: 124.6, 6.4, 40.0, 17.3, 60.3, 67.8, 120.4, 190.1, 43.1, 82.4, 238.3, 136.4, 53.2, 0.0, 52.7, 0.0, 64.4, 70.3, 17.0, 47.1, 82.3, 65.6, 136.9.